A structure of composition C23H67AsF6O10 at a distorted geometry. Source: the Open Molecules 2025 dataset; level of theory: ωB97M-V/def2-TZVPD.

Properties
Energy relative to the best compared isomer or geometry (same formula, charge and spin)   0.0 kcal/mol
LUMO energy   -1.78 eV
E   -122557.148 eV

ORCA input file:
```
! wB97M-V def2-TZVPD RIJCOSX def2/J DEFGRID3
* xyz 0 1
O -0.6460 -4.4543 -0.7153
H -0.8007 -5.2541 -1.2493
H 0.1559 -4.4824 -0.1479
H -1.4549 -4.2052 -0.2226
As 0.2691 -0.8647 -0.6744
F -0.3493 0.7332 -0.8141
F -1.1954 -1.4907 -1.3646
F 0.8015 -2.5130 -0.5433
F 1.7542 -0.3390 -0.0064
F -0.4127 -0.9439 0.9002
F 0.8928 -0.7874 -2.2708
C 1.9740 1.5668 2.2357
C 2.0197 2.4669 3.4493
O 2.2864 1.6279 4.5972
H 2.8365 0.9076 2.2032
H 1.9531 2.2293 1.3671
H 1.0534 0.9831 2.2432
H 1.0645 2.9619 3.6421
H 2.8124 3.2113 3.3529
H 2.7616 2.1078 5.2796
C -3.1895 -2.0053 1.3733
C -4.6260 -2.0095 1.8484
O -4.7478 -2.5121 3.1738
H -2.6335 -1.1902 1.8345
H -3.0201 -1.9197 0.2991
H -2.7144 -2.9514 1.6735
H -5.2847 -2.6033 1.2103
H -5.0377 -0.9991 1.7453
H -4.6361 -1.7755 3.7808
C 2.5803 -2.3704 2.5015
C 2.3478 -3.4123 3.5585
O 2.2405 -4.6954 2.9220
H 3.5744 -2.4242 2.0540
H 2.3915 -1.3765 2.9030
H 1.8737 -2.5173 1.6846
H 1.4016 -3.1644 4.0485
H 3.1293 -3.3970 4.3209
H 2.2799 -5.3782 3.5971
C 5.2413 -0.9132 -2.0328
C 4.9057 -0.5992 -0.5838
O 4.3240 0.6806 -0.4533
H 4.3463 -0.7792 -2.6451
H 5.5728 -1.9474 -2.1453
H 6.0210 -0.2461 -2.3987
H 5.8300 -0.6052 0.0062
H 4.2870 -1.4040 -0.1735
H 3.3876 0.5623 -0.2673
C -2.8377 1.9908 1.4691
C -3.8899 1.6467 0.4201
C -4.5320 2.9059 -0.1739
O -3.2534 0.9491 -0.6457
H -2.3553 1.0715 1.8067
H -3.2805 2.4860 2.3340
H -2.0712 2.6250 1.0163
H -4.6630 1.0114 0.8586
H -3.9990 3.2014 -1.0723
H -4.5180 3.6911 0.5843
H -5.5638 2.7246 -0.4803
H -2.2988 0.9901 -0.5322
C -1.1935 -2.0199 5.1406
C -0.3666 -0.9431 4.4655
C -1.1437 0.3573 4.3814
O 0.8181 -0.7914 5.2390
H -1.4820 -1.7444 6.1549
H -0.5976 -2.9316 5.2449
H -2.0497 -2.2724 4.5109
H -0.1575 -1.2907 3.4434
H -2.1622 0.1500 4.0377
H -0.6857 1.1010 3.7265
H -1.2660 0.8454 5.3531
H 1.2434 0.0404 4.9752
C 0.6902 1.8793 -4.6260
C 2.1505 1.4786 -4.5438
C 2.8048 1.9693 -3.2653
O 2.2696 0.0531 -4.6391
H 0.5600 2.9627 -4.5628
H 0.0964 1.3622 -3.8705
H 0.2814 1.6053 -5.6031
H 2.7023 1.8642 -5.4023
H 2.6158 3.0327 -3.0879
H 3.8970 1.8962 -3.2927
H 2.5307 1.3769 -2.3903
H 1.8767 -0.3326 -3.8498
C 0.8142 4.0230 -0.6307
C -0.0879 4.7896 -1.5981
C -1.5204 4.3272 -1.4748
O -0.0584 6.1898 -1.3577
H 0.6895 2.9504 -0.8069
H 0.6289 4.2443 0.4211
H 1.8694 4.2294 -0.8418
H 0.2734 4.5557 -2.6100
H -1.6148 3.2420 -1.5102
H -2.1689 4.7825 -2.2203
H -1.8417 4.6030 -0.4640
H 0.8389 6.5164 -1.4726
C -1.5404 -1.4818 -5.1460
C -1.7799 -2.8564 -4.5458
C -0.4645 -3.5686 -4.2277
O -2.5612 -2.7330 -3.3563
H -0.7887 -1.4989 -5.9383
H -1.2145 -0.7615 -4.3929
H -2.4598 -1.0946 -5.5895
H -2.3503 -3.4567 -5.2549
H -0.6752 -4.6275 -4.0362
H 0.0171 -3.1525 -3.3396
H 0.2325 -3.4855 -5.0619
H -2.0282 -2.1860 -2.7659
*
```

---

A structure of composition C23H67Ba2F9NO18 at a distorted geometry. Source: the Open Molecules 2025 dataset; level of theory: ωB97M-V/def2-TZVPD.

Properties
LUMO energy   -3.48 eV
E   -89119.631 eV

ORCA input file:
```
! wB97M-V def2-TZVPD RIJCOSX def2/J DEFGRID3
* xyz 1 1
N -0.5956 -0.1265 0.6829
H -0.8635 -1.0124 1.0873
H -0.8712 -0.2603 -0.2795
H 0.4122 -0.0598 0.6763
H -1.0686 0.6970 1.0266
Ba -3.2819 1.7239 -2.2264
Ba -0.2274 -0.6035 -3.9697
O -1.6643 -0.3748 -1.7517
H -2.3713 -0.9982 -2.0089
C 1.7511 -3.0237 -5.3371
O 1.8236 -2.5950 -3.9774
O 1.1079 -1.9820 -6.0491
C 3.1304 -3.4619 -5.8899
F 3.9459 -2.4229 -6.2323
F 3.7894 -4.2028 -5.1024
F 2.8924 -4.3141 -6.9320
C 2.0011 -3.6511 -2.9850
C 1.2348 -3.3493 -1.7202
H 0.1603 -3.4162 -1.8909
H 1.5217 -3.8211 -0.7805
H 1.4259 -2.3257 -1.3979
H 3.0255 -3.7341 -2.6219
H 1.8256 -4.6545 -3.3731
H 1.0628 -3.8685 -5.3609
C 0.0477 3.8593 -2.5364
O 1.1798 3.8558 -3.4422
O -0.5634 2.6049 -2.7679
C 0.5448 4.4562 -1.1233
F 1.0317 5.6778 -1.1476
F -0.4988 4.5854 -0.3586
F 1.4579 3.7579 -0.5022
C 1.4376 5.0129 -4.2341
C 2.8945 4.9824 -4.6193
H 3.1750 4.1249 -5.2309
H 3.1906 5.8539 -5.2031
H 3.5377 4.9189 -3.7416
H 1.3493 5.8857 -3.5872
H 0.7611 4.9257 -5.0843
H -0.6247 4.5635 -3.0265
C -2.9744 2.0601 1.9188
O -1.7412 1.5360 2.3848
O -2.8650 2.0022 0.5260
C -4.2841 1.4154 2.6182
F -5.3463 1.7755 1.9211
F -4.2586 0.1286 2.7219
F -4.5066 1.7731 3.8379
C -1.2276 1.4689 3.6819
C 0.2994 0.9814 3.5868
H 0.9297 1.2171 4.4443
H 0.3905 -0.1048 3.5940
H 0.7550 1.2967 2.6481
H -1.7461 0.7577 4.3249
H -1.2544 2.4384 4.1792
H -3.0730 3.1296 2.1050
C 0.9791 -4.4493 2.1807
O 1.2285 -3.1288 1.7586
H 1.7107 -5.2557 2.1318
H 0.7165 -4.5113 3.2367
H 0.0933 -4.8354 1.6763
H 2.1187 -2.8564 1.9930
C -2.0492 -2.1495 4.9813
O -0.9860 -1.6891 5.8201
H -2.1110 -3.2355 5.0513
H -2.9668 -1.6290 5.2556
H -1.8815 -2.0933 3.9058
H -1.2742 -0.9219 6.3201
C 2.7169 0.8632 0.0296
O 2.1740 -0.4036 0.4268
H 2.9718 1.5652 0.8235
H 3.5403 0.8836 -0.6844
H 1.9077 1.3853 -0.4811
H 2.7534 -0.7586 1.1050
C 4.6809 -0.1241 2.7120
O 3.7776 -1.2361 2.5477
H 4.3593 0.5003 3.5455
H 5.6543 -0.4578 3.0713
H 4.8006 0.4394 1.7866
H 4.0314 -1.8577 3.2339
C 0.8590 4.4217 2.5321
O 0.9992 5.1156 3.8131
H -0.0759 3.8627 2.5712
H 0.9437 5.1672 1.7414
H 1.6873 3.7171 2.4581
H 0.4070 5.8705 3.7831
C -3.6801 5.6943 -0.8216
O -3.1119 4.3978 -1.1446
H -4.3720 5.8885 -1.6411
H -4.4045 5.7442 -0.0086
H -2.9329 6.4765 -0.6870
H -2.5736 4.1198 -0.3999
C 3.0385 0.9441 -4.0391
O 1.8146 1.0686 -3.3720
H 3.0625 1.3478 -5.0512
H 3.7906 1.4327 -3.4196
H 3.3387 -0.1037 -4.0523
H 1.4666 1.9499 -3.5261
C -4.8087 -1.2739 -0.7552
O -5.1688 -0.0101 -1.3681
H -5.5731 -1.9916 -1.0531
H -3.8364 -1.6609 -1.0602
H -4.9321 -1.0764 0.3096
H -5.8468 0.3411 -0.7862
C -2.5125 -3.1288 1.2953
O -1.3816 -2.3187 1.7313
H -2.5759 -3.3568 0.2313
H -2.4440 -4.0703 1.8402
H -3.4352 -2.6579 1.6344
H -0.6021 -2.8747 1.8012
C -1.6275 -4.3988 -4.1641
O -1.8760 -3.0161 -3.7273
H -1.2708 -4.4300 -5.1936
H -0.9892 -5.1120 -3.6426
H -2.6493 -4.7768 -4.1301
H -2.7806 -2.7824 -3.9480
C 1.1819 -3.8795 6.6935
O 1.6082 -2.8476 5.6885
H 2.0393 -4.5358 6.8428
H 0.8789 -3.4335 7.6408
H 0.3703 -4.4663 6.2634
H 0.8440 -2.5051 5.2190
*
```

---

Number 1: HOMO-LUMO gap 7.8 eV. Number 2: HOMO-LUMO gap 6.6 eV.